DFT (ωB97M-V/def2-TZVPD) results for a molecular structure, C17H39O2P3V at a distorted geometry.

Atoms and positions in Å:
1 V 0.946 1.153 -0.445
2 P -1.235 1.889 0.192
3 P 2.298 -0.677 -0.990
4 P 1.407 0.804 1.908
5 O -1.150 -1.758 -1.194
6 O -2.485 0.775 3.776
7 C -2.910 1.463 -0.326
8 C -0.555 -2.422 2.747
9 C 2.206 -1.177 -2.734
10 C -2.401 -0.780 -2.974
11 C -1.130 -2.905 -3.259
12 C -0.599 3.165 -0.968
13 C -1.652 2.863 1.681
14 C -3.207 -1.113 -4.038
15 C 2.913 -2.129 -0.151
16 C -1.537 -1.799 -2.417
17 C 0.565 1.042 3.520
18 C 3.722 0.504 -0.987
19 C -2.925 -2.294 -4.732
20 C 2.815 -0.181 2.544
21 C -1.865 -3.159 -4.382
22 C -1.556 -2.417 1.863
23 C 2.165 2.482 1.696
24 H 3.498 -2.754 -0.835
25 H -2.968 0.416 -0.646
26 H -2.463 -1.812 2.007
27 H 0.136 3.863 -0.540
28 H -3.623 1.596 0.496
29 H 3.546 -1.898 0.705
30 H -0.777 3.386 2.083
31 H -0.134 0.427 -0.933
32 H 2.798 2.530 0.795
33 H 0.285 -3.141 2.660
34 H -3.500 -2.537 -5.616
35 H 2.504 -1.225 2.653
36 H 3.133 0.179 3.532
37 H -0.261 -3.481 -2.948
38 H 4.246 0.501 -0.025
39 H 2.061 -2.719 0.204
40 H -1.609 -4.011 -5.019
41 H -3.206 0.197 3.490
42 H 3.688 -0.141 1.881
43 H 1.304 1.184 4.327
44 H -3.197 2.112 -1.160
45 H -0.056 0.174 3.764
46 H -0.780 -2.123 3.802
47 H 4.434 0.180 -1.754
48 H 1.699 -2.149 -2.825
49 H -2.391 3.616 1.368
50 H -1.504 -3.017 0.919
51 H 1.638 -0.451 -3.335
52 H 3.235 -1.247 -3.118
53 H 1.383 3.254 1.655
54 H 2.792 2.653 2.582
55 H -1.496 3.741 -1.207
56 H -4.024 -0.434 -4.270
57 H 3.438 1.544 -1.222
58 H -2.090 2.203 2.456
59 H -2.839 1.230 4.556
60 H -2.437 0.156 -2.433
61 H -0.094 1.924 3.523
62 H -0.199 2.743 -1.902

net charge = +3
HOMO level (alpha / beta) = -0.5888 / -0.6421 Eh
strongest force on any atom = 4.4 eV/A
energy relative to the best compared isomer or geometry (same formula, charge and spin) = 76.6 kcal/mol
LUMO energy (alpha / beta) = -13.07 / -10.75 eV
expectation value of S² = 2.077
multiplicity = 3
frontier orbital gap (alpha / beta) = 2.96 / 6.72 eV

Atomic partial charges in e from the Mulliken method, atoms 1 to 6:
1 V -1.355
2 P 1.212
3 P 1.342
4 P 1.407
5 O -0.433
6 O -0.554



DFT (ωB97M-V/def2-TZVPD) results for a molecular structure, C17H40BF4O8P3S2V at a distorted geometry.

Atoms and positions in Å:
1 V 0.825 0.193 -1.119
2 S 2.553 0.207 -2.841
3 S 0.937 -2.407 -1.602
4 P -0.508 1.622 1.687
5 P -0.695 -1.117 1.008
6 P 1.353 -1.352 -3.221
7 F 1.634 3.577 0.339
8 F 3.164 3.521 -1.326
9 F 1.141 2.500 -1.619
10 F 2.687 1.616 -0.165
11 O 0.869 -1.123 1.128
12 O -1.161 -0.743 -0.338
13 O -1.145 -2.569 1.486
14 O -0.001 -0.904 -3.953
15 O 0.553 1.933 2.805
16 O -1.606 2.763 1.748
17 O 0.109 1.391 0.379
18 O 1.971 -2.264 -4.396
19 C -1.768 4.564 0.162
20 C 3.893 -2.744 -5.715
21 C -2.594 -3.455 -0.250
22 C -2.626 2.274 -0.467
23 C 3.298 -2.782 -4.319
24 C 0.467 2.805 3.943
25 C -1.019 0.756 -5.370
26 C 0.543 4.261 3.515
27 C 1.762 -3.298 1.781
28 C 0.123 -0.229 -5.218
29 C 1.761 -1.798 2.040
30 C -1.339 0.071 2.249
31 C 1.419 -1.464 3.482
32 C -0.778 2.526 4.776
33 C -2.651 -4.281 2.126
34 C -2.403 3.274 0.658
35 C -2.461 -3.076 1.216
36 B 2.191 2.842 -0.677
37 H -1.006 1.453 -4.533
38 H 2.741 -1.372 1.783
39 H -2.516 -4.006 3.168
40 H -2.397 5.033 -0.589
41 H 4.878 -3.193 -5.710
42 H 0.474 -1.933 3.755
43 H -3.543 -3.958 -0.416
44 H 1.353 -0.385 3.599
45 H 0.814 -3.727 2.096
46 H -1.639 5.254 0.992
47 H 3.886 -2.174 -3.628
48 H 2.200 -1.838 4.141
49 H -0.391 4.567 3.054
50 H 0.741 4.883 4.386
51 H -1.661 2.667 4.157
52 H -1.975 0.239 -5.390
53 H -3.369 3.487 1.143
54 H 1.084 0.299 -5.242
55 H 1.370 2.553 4.514
56 H 2.573 -3.773 2.329
57 H 1.894 -3.486 0.718
58 H 3.964 -1.716 -6.054
59 H -0.790 4.349 -0.261
60 H -2.543 -2.567 -0.871
61 H -2.419 0.146 2.170
62 H 0.108 -0.985 -6.010
63 H -0.819 3.220 5.613
64 H -3.192 -2.294 1.465
65 H -1.775 -4.114 -0.531
66 H -2.943 1.310 -0.072
67 H 3.237 -3.803 -3.936
68 H -0.775 1.511 5.170
69 H -3.650 -4.686 1.996
70 H 3.250 -3.288 -6.399
71 H -1.067 -0.188 3.265
72 H -1.923 -5.046 1.873
73 H -3.404 2.659 -1.122
74 H -0.897 1.307 -6.299
75 H -1.712 2.119 -1.043
76 H 1.341 4.384 2.787

net charge = 0
HOMO level (alpha / beta) = -0.2772 / -0.3006 Eh
strongest force on any atom = 1.8 eV/A
energy relative to the best compared isomer or geometry (same formula, charge and spin) = 70.4 kcal/mol
LUMO energy (alpha / beta) = 0.27 / 0.27 eV
expectation value of S² = 3.759
multiplicity = 4
frontier orbital gap (alpha / beta) = 7.82 / 8.45 eV

Atomic partial charges in e from the Mulliken method, atoms 1 to 6:
1 V 0.313
2 S -0.505
3 S -0.683
4 P -0.808
5 P 0.192
6 P 1.342



DFT (ωB97M-V/def2-TZVPD) results for 3 unconnected molecules or ions with the total composition C17H40FN2O7.

Atoms and positions in Å:
1 F 5.914 -1.478 2.745
2 O -4.887 3.503 -4.619
3 O 2.299 -2.004 0.428
4 O 5.904 1.176 0.419
5 O 6.779 -0.619 -0.771
6 O 5.739 -4.066 -1.150
7 O -1.817 -0.482 2.030
8 O -5.973 2.288 -0.232
9 N -3.840 1.748 -2.230
10 N 0.156 -2.622 2.649
11 C 5.202 -0.200 2.426
12 C 6.253 0.655 1.749
13 C 5.650 0.202 -0.530
14 C 2.530 -2.121 1.831
15 C -5.948 3.766 -3.723
16 C -2.747 -1.301 1.363
17 C -6.663 1.071 -0.411
18 C -1.463 -0.918 3.338
19 C 6.597 -1.979 -0.427
20 C -3.154 2.207 -3.430
21 C 1.552 -3.048 2.534
22 C -0.030 -1.390 3.402
23 C 5.501 -2.657 -1.230
24 C -3.721 2.625 -1.075
25 C -3.590 3.526 -4.053
26 C -4.587 2.145 0.065
27 C 1.397 -0.989 0.052
28 H 4.817 -0.428 -0.211
29 H -3.509 4.361 -3.345
30 H -1.585 -0.066 4.012
31 H 1.466 -0.126 0.720
32 H -4.375 2.751 0.950
33 H -3.641 -1.470 1.974
34 H 7.538 -2.487 -0.642
35 H 1.559 -4.010 2.014
36 H 1.663 -0.667 -0.956
37 H 6.483 1.570 2.299
38 H 6.394 -2.083 0.644
39 H -0.223 -2.497 1.719
40 H -3.263 1.430 -4.191
41 H -2.908 3.739 -4.879
42 H 0.613 -0.570 3.056
43 H -3.999 3.667 -1.292
44 H 4.511 -0.526 1.648
45 H 3.528 -2.552 1.935
46 H -5.651 4.478 -2.948
47 H -6.366 0.550 -1.329
48 H -3.037 -0.780 0.451
49 H -7.723 1.308 -0.473
50 H 4.515 -2.410 -0.829
51 H 2.590 -1.132 2.293
52 H -4.355 1.104 0.305
53 H -2.328 -2.274 1.082
54 H -2.143 -1.714 3.662
55 H 5.548 -2.317 -2.271
56 H -2.679 2.624 -0.740
57 H -6.765 4.197 -4.301
58 H -4.820 1.606 -2.439
59 H 0.223 -1.580 4.449
60 H 5.389 0.722 -1.453
61 H 0.357 -1.338 0.030
62 H -6.319 2.857 -3.238
63 H -6.503 0.395 0.435
64 H 7.186 0.083 1.667
65 H -2.085 2.279 -3.203
66 H 4.908 -4.509 -1.299
67 H 1.935 -3.227 3.544

net charge = -1
HOMO level = -0.0728 Eh
strongest force on any atom = 0.5 eV/A
LUMO energy = 2.08 eV
frontier orbital gap = 4.06 eV

Atomic partial charges in e from the Mulliken method, atoms 1 to 6:
1 F -0.341
2 O -0.419
3 O -0.383
4 O -0.439
5 O -0.437
6 O -0.560



DFT (ωB97M-V/def2-TZVPD) results for a molecular structure, C17H40NOP3Sm at a distorted geometry.

Atoms and positions in Å:
1 Sm 1.032 1.057 -1.650
2 P -1.977 -2.686 1.577
3 P 3.376 -0.203 -0.360
4 P 0.413 2.036 1.262
5 O -3.244 -1.063 -0.109
6 N 0.068 -1.248 -2.048
7 C -0.468 -3.423 0.919
8 C -3.268 -3.919 1.605
9 C -1.683 -2.066 3.228
10 C 4.606 1.020 0.248
11 C -4.599 0.379 -1.443
12 C -3.341 0.063 -0.839
13 C 4.439 -1.311 -1.369
14 C -3.594 2.304 -2.535
15 C 3.169 -1.191 1.176
16 C 1.149 1.248 -3.888
17 C -2.234 0.895 -1.095
18 C -4.700 1.465 -2.312
19 C 0.120 3.830 0.974
20 C 2.462 0.977 -3.350
21 C -1.139 1.736 2.218
22 C 1.554 2.105 2.697
23 C -2.347 1.979 -1.987
24 H -1.608 2.709 2.423
25 H 0.701 -1.865 -1.535
26 H -3.565 -4.093 2.647
27 H 1.462 3.102 3.150
28 H 1.239 1.344 3.425
29 H 5.498 -1.160 -1.108
30 H 0.388 -2.723 0.960
31 H -4.134 -3.558 1.031
32 H -0.804 3.955 0.392
33 H 5.108 1.491 -0.605
34 H 4.032 -1.033 1.842
35 H 0.837 2.278 -4.109
36 H 0.964 4.290 0.447
37 H -0.870 -1.402 -1.661
38 H 5.348 0.501 0.873
39 H -1.323 0.711 -0.508
40 H 4.163 -2.359 -1.185
41 H -5.470 -0.239 -1.218
42 H -1.835 1.104 1.659
43 H 4.102 1.793 0.841
44 H -1.807 -0.967 3.256
45 H 3.099 -2.259 0.929
46 H -1.449 2.574 -2.236
47 H -0.891 1.263 3.175
48 H -2.636 -1.498 0.638
49 H -0.626 -3.784 -0.114
50 H -2.419 -2.548 3.896
51 H 4.299 -1.087 -2.434
52 H -3.712 3.207 -3.135
53 H -2.909 -4.863 1.175
54 H 2.257 -0.879 1.703
55 H -0.003 4.275 1.970
56 H -0.668 -2.342 3.561
57 H -5.657 1.672 -2.829
58 H 3.130 1.831 -3.106
59 H 0.604 0.481 -4.454
60 H 2.594 1.921 2.400
61 H 0.025 -1.581 -3.019
62 H -0.235 -4.296 1.553
63 H 2.977 0.050 -3.610

net charge = +3
HOMO level (alpha / beta) = -0.5842 / -0.5820 Eh
strongest force on any atom = 8.7 eV/A
energy relative to the best compared isomer or geometry (same formula, charge and spin) = 0.0 kcal/mol
LUMO energy (alpha / beta) = -13.05 / -13.06 eV
expectation value of S² = 8.780
multiplicity = 6
frontier orbital gap (alpha / beta) = 2.85 / 2.78 eV

Atomic partial charges in e from the Mulliken method, atoms 1 to 6:
1 Sm 1.164
2 P 0.787
3 P 0.900
4 P 1.017
5 O -0.496
6 N -0.559